# 1
{
  "formula": "C7H8",
  "method": "the ωB97M-V functional and the def2-TZVPD basis",
  "fmax_ha_per_bohr": 0.013,
  "lumo_ev": 0.75,
  "homo_lumo_gap_ev": 11.20,
  "e_tot_ha": -271.323009,
  "total_charge": 0,
  "homo_ev": -10.4495,
  "species": ["C", "C", "C", "C", "C", "C", "C", "H", "H", "H", "H", "H", "H", "H", "H"],
  "positions_angstrom": [[-0.934, -0.682, -1.074], [-0.092, 0.068, -0.024], [-0.910, 0.283, 1.265], [1.136, -0.692, 0.276], [2.165, -1.274, 0.503], [0.332, 1.394, -0.573], [0.531, 2.551, -1.046], [-0.384, -0.786, -2.012], [-1.860, -0.131, -1.270], [-1.189, -1.678, -0.699], [-1.165, -0.686, 1.705], [-0.341, 0.865, 1.994], [-1.835, 0.821, 1.033], [3.083, -1.783, 0.699], [1.497, 1.703, -0.728]],
  "nbo_charge": [-0.57, -0.19, -0.57, -0.02, -0.20, -0.30, -0.06, 0.23, 0.22, 0.22, 0.22, 0.23, 0.22, 0.24, 0.34]
}

# 2
{
  "formula": "C6H10",
  "method": "the ωB97M-V functional and the def2-TZVPD basis",
  "fmax_ha_per_bohr": 0.019,
  "lumo_ev": 1.22,
  "homo_lumo_gap_ev": 9.59,
  "e_tot_ha": -234.548786,
  "smiles": "CC1=CCC=C1.[H][H]",
  "total_charge": 0,
  "homo_ev": -8.3730,
  "species": ["C", "C", "C", "C", "C", "C", "H", "H", "H", "H", "H", "H", "H", "H", "H", "H"],
  "positions_angstrom": [[-0.837, 0.072, 1.995], [-0.242, -0.226, 0.670], [-0.951, -0.917, -0.411], [-0.152, -0.976, -1.490], [1.201, -0.431, -1.142], [0.987, 0.120, 0.235], [-0.291, 0.820, 2.570], [-1.859, 0.450, 1.929], [-0.904, -0.795, 2.657], [-1.975, -1.273, -0.341], [-0.387, -1.428, -2.444], [0.030, 2.057, -0.969], [1.952, -1.239, -1.136], [1.552, 0.314, -1.862], [0.130, 2.809, -1.071], [1.746, 0.642, 0.808]],
  "nbo_charge": [-0.64, -0.04, -0.24, -0.17, -0.50, -0.20, 0.22, 0.22, 0.22, 0.22, 0.21, 0.00, 0.25, 0.24, 0.00, 0.21]
}

# 3
{
  "formula": "C8H17N2P",
  "method": "the ωB97M-V functional and the def2-TZVPD basis",
  "fmax_ha_per_bohr": 0.092,
  "lumo_ev": [0.07, 0.07],
  "homo_lumo_gap_ev": [7.69, 7.69],
  "e_tot_ha": -765.694679,
  "smiles": "CCC[PH2]=C(N)[C@@H](C#N)CC",
  "total_charge": 0,
  "homo_ev": [-7.6190, -7.6197],
  "species": ["C", "C", "C", "C", "C", "C", "C", "C", "N", "N", "P", "H", "H", "H", "H", "H", "H", "H", "H", "H", "H", "H", "H", "H", "H", "H", "H", "H"],
  "positions_angstrom": [[-2.680, -1.098, 2.351], [1.914, 0.332, -4.155], [-2.333, 1.884, 2.198], [2.220, -0.395, -2.866], [-1.190, 0.891, 2.343], [1.610, 0.362, -1.693], [-1.560, -0.448, 1.718], [-0.421, -1.380, 1.336], [-3.501, -1.723, 2.775], [0.497, -1.527, 2.409], [0.503, -0.596, -0.359], [2.257, -0.458, -4.926], [0.825, 0.454, -4.216], [2.284, 1.371, -4.381], [-2.803, 1.797, 1.262], [-2.960, 1.885, 3.137], [-1.847, 3.001, 2.121], [3.277, -0.674, -2.980], [1.665, -1.311, -2.854], [-0.871, 0.793, 3.319], [-0.301, 1.306, 1.848], [1.052, 1.207, -1.986], [2.289, 0.808, -0.946], [-2.048, -0.288, 0.685], [0.995, -2.448, 2.298], [0.400, -1.201, 3.326], [-0.476, -0.824, -1.201], [1.205, -1.719, -0.564]],
  "nbo_charge": [0.29, -0.60, -0.61, -0.43, -0.40, -0.67, -0.45, 0.03, -0.32, -0.83, 0.55, 0.21, 0.20, 0.21, 0.21, 0.23, 0.21, 0.21, 0.20, 0.20, 0.22, 0.21, 0.21, 0.25, 0.39, 0.37, -0.05, -0.05]
}

# 4
{
  "formula": "C3H7ClN2",
  "method": "the ωB97M-V functional and the def2-TZVPD basis",
  "fmax_ha_per_bohr": 0.057,
  "lumo_ev": 0.50,
  "homo_lumo_gap_ev": 10.42,
  "e_tot_ha": -688.087117,
  "smiles": "CNCC#N.Cl",
  "total_charge": 0,
  "homo_ev": -9.9278,
  "species": ["C", "C", "C", "N", "N", "Cl", "H", "H", "H", "H", "H", "H", "H"],
  "positions_angstrom": [[-2.497, -0.229, -0.774], [-1.035, -0.102, -0.419], [1.344, 1.289, -0.424], [0.476, 0.186, -1.127], [-3.588, -0.546, -0.647], [1.207, -2.059, 3.149], [-1.179, -1.064, -0.020], [-1.105, 0.664, 0.314], [0.341, 0.623, -2.009], [1.307, 1.206, 0.747], [1.238, 2.318, -0.883], [2.433, 1.084, -0.689], [1.058, -3.370, 2.782]],
  "nbo_charge": [0.25, -0.32, -0.45, -0.58, -0.33, -0.29, 0.24, 0.22, 0.35, 0.22, 0.19, 0.21, 0.29]
}

# 5
{
  "formula": "C2H8OP2",
  "method": "the ωB97M-V functional and the def2-TZVPD basis",
  "fmax_ha_per_bohr": 0.066,
  "lumo_ev": 0.84,
  "homo_lumo_gap_ev": 10.04,
  "e_tot_ha": -838.850397,
  "total_charge": 0,
  "homo_ev": -9.2040,
  "species": ["C", "C", "O", "P", "P", "H", "H", "H", "H", "H", "H", "H", "H"],
  "positions_angstrom": [[-0.950, 0.026, -0.187], [0.654, 0.137, -0.638], [-1.110, -0.671, 0.987], [1.764, 1.489, -0.016], [1.479, -1.243, 0.393], [-1.423, -0.566, -1.041], [-1.362, 1.073, -0.213], [0.728, 0.119, -1.829], [-0.823, -0.278, 1.856], [1.023, 2.680, -0.308], [1.340, 1.747, 1.400], [1.092, -2.324, -0.411], [2.632, -1.046, -0.260]],
  "nbo_charge": [-0.05, -0.81, -0.73, 0.27, 0.31, 0.18, 0.17, 0.25, 0.50, -0.02, -0.02, -0.02, -0.04]
}

# 6
{
  "formula": "C2H4OS3",
  "method": "the ωB97M-V functional and the def2-TZVPD basis",
  "fmax_ha_per_bohr": 0.107,
  "lumo_ev": -2.20,
  "homo_lumo_gap_ev": 6.42,
  "e_tot_ha": -1348.318869,
  "total_charge": 0,
  "homo_ev": -8.6243,
  "species": ["C", "C", "O", "S", "S", "S", "H", "H", "H", "H"],
  "positions_angstrom": [[-1.431, -0.793, -0.712], [-1.010, 0.205, 0.328], [2.653, 1.332, -1.043], [2.092, 0.128, 1.554], [-0.632, -2.188, -0.786], [3.281, 0.670, 0.132], [-2.078, -0.573, -1.423], [-1.767, 0.220, 1.182], [-1.075, 1.143, 0.006], [-0.033, -0.144, 0.762]],
  "nbo_charge": [-0.21, -0.68, -0.80, -0.22, 0.02, 1.04, 0.18, 0.23, 0.22, 0.23]
}